# 1
Here is a cluster of 2 separate species, C6H13P in total in a non-equilibrium geometry from OMol25. Energies are from ωB97M-V with the def2-TZVPD basis set.

Structure (SMILES): C=[PH](C)C.C#CC
Largest force on an atom, eV/Å: 3.3
LUMO level, Ha: 0.0286
HOMO, eV: -6.7
Frontier orbital gap, eV: 7.502
Energy relative to the best compared isomer or geometry (same formula, charge and spin), eV: 4.878

Geometry as XYZ:
```
20
C6H13P, DFT ωB97M-V with the def2-TZVPD basis set
C 1.42610 -1.66077 -2.08304
P 0.48190 -0.75835 -1.04014
C -0.39124 0.22264 -2.29261
C 1.59786 0.26690 0.04782
H 2.35354 -2.25342 -1.90037
H 0.86736 -2.07492 -2.90065
H -0.86846 -1.46037 -0.26093
H -1.24181 -0.32712 -2.79081
H -0.92950 1.09182 -1.92418
H 0.27681 0.58806 -3.05193
H 2.12976 -0.22465 0.91658
H 2.38432 0.38425 -0.68128
H 1.09383 1.18107 0.36967
C -1.97494 -0.11562 0.88347
C -1.47231 0.26038 1.91381
C -1.11819 0.31713 3.31670
H -2.47567 -0.40899 -0.04455
H -0.16224 -0.07091 3.50073
H -1.20271 1.31442 3.64363
H -1.97252 -0.09469 3.94979
```


# 2
Here is a cluster of 2 separate species, C6H14 in total from OMol25. Energies are from ωB97M-V with the def2-TZVPD basis set.

Largest force on an atom, eV/Å: 0.4
LUMO level, Ha: 0.0354
HOMO, eV: -7.1
Frontier orbital gap, eV: 8.059
Energy relative to the best compared isomer or geometry (same formula, charge and spin), eV: 5.257

Geometry as XYZ:
```
20
C6H14, DFT ωB97M-V with the def2-TZVPD basis set
C -2.78989 -0.49365 -0.16386
C -1.53373 -0.02579 0.31085
C -0.25171 -0.45705 -0.37175
C 1.06057 -0.09684 0.33821
C 2.21801 -0.84097 -0.33215
C 1.34882 1.40464 0.37931
H -2.87371 -0.87323 -1.17579
H -2.26522 0.87784 -0.24575
H -3.66240 -0.47436 0.47655
H -1.38482 1.60110 -0.02196
H -1.46544 0.17800 1.37917
H -0.24626 -0.09370 -1.40637
H -0.33386 -1.55238 -0.42958
H 0.98320 -0.46028 1.37484
H 3.16377 -0.63650 0.18172
H 2.05753 -1.92543 -0.32818
H 2.33140 -0.52106 -1.37606
H 2.31676 1.59221 0.85965
H 1.38906 1.81824 -0.63627
H 0.57959 1.95805 0.92517
```


# 3
Here is an isolated molecule of C6H14 from OMol25. Energies are from ωB97M-V with the def2-TZVPD basis set.

Structure (SMILES): CCC(C)(C)C
Largest force on an atom, eV/Å: 0.6
LUMO level, Ha: 0.0349
HOMO, eV: -11.0
Frontier orbital gap, eV: 11.905
Energy relative to the best compared isomer or geometry (same formula, charge and spin), eV: 0.020

Geometry as XYZ:
```
20
C6H14, DFT ωB97M-V with the def2-TZVPD basis set
C -1.27464 -1.35845 -1.07534
C -1.15700 -0.18012 -0.10347
C 0.26199 0.30353 0.22394
C 0.93115 0.78822 -1.07512
C 0.14776 1.45657 1.24521
C 1.06336 -0.83012 0.90153
H -0.71946 -2.23528 -0.72388
H -0.91883 -1.12145 -2.08578
H -2.32543 -1.65264 -1.16534
H -1.69912 0.67673 -0.52964
H -1.66692 -0.44064 0.83351
H 0.19791 1.36550 -1.65602
H 1.80839 1.42489 -0.91493
H 1.23022 -0.06398 -1.69850
H -0.35866 2.33157 0.81989
H 1.12669 1.78564 1.61892
H -0.43252 1.13143 2.11898
H 1.29314 -1.64852 0.20991
H 0.47896 -1.25257 1.73012
H 2.01302 -0.48029 1.32603
```


# 4
Here is a cluster of 3 separate species, C6H14BrN2O2 in total in a non-equilibrium geometry from OMol25. Energies are from ωB97M-V with the def2-TZVPD basis set.

Largest force on an atom, eV/Å: 7.4
LUMO level, Ha: 0.1273
Net charge: -1
HOMO, eV: -4.9
Frontier orbital gap, eV: 8.374
Energy relative to the best compared isomer or geometry (same formula, charge and spin), eV: 2.463

Geometry as XYZ:
```
25
C6H14BrN2O2, DFT ωB97M-V with the def2-TZVPD basis set
Br 25.11700 10.75500 6.49800
C 28.17500 10.01100 4.16300
C 27.36100 8.85000 3.62500
O 27.69000 8.39500 2.59100
N 26.20500 8.59400 4.18300
C 25.04300 7.93900 3.59600
H 28.46000 9.62600 5.08200
H 27.49100 10.95700 4.10800
H 29.07100 10.38100 3.71000
H 26.08900 9.09900 5.03900
H 24.93900 8.34800 2.51700
H 24.28800 8.25700 4.20100
H 25.40600 6.93000 3.78800
C 21.30200 12.19400 5.14900
C 21.87300 11.90800 3.76800
O 21.35100 12.50000 2.76000
N 22.99600 11.19300 3.71200
C 23.83000 11.18100 2.58800
H 21.72200 11.65100 5.94300
H 20.41500 11.75900 5.04500
H 21.04400 13.27800 5.42100
H 23.55900 11.15200 4.41700
H 23.65000 10.35800 1.75900
H 24.75800 10.79600 2.99600
H 23.85600 12.16500 2.07600
```